Entry from OMol25: C39H38N3O3P2STa as an isolated structure (ωB97M-V/def2-TZVPD).

Last column: Löwdin spin population.
Positions of all 87 atoms, in Å:
Ta 0.14 -0.28 0.33  0.88
C -2.41 2.99 0.44  0.00
N -1.28 3.84 0.20  0.00
C -0.39 3.52 -0.87  0.00
P 0.87 2.31 -0.20  0.00
C 2.27 2.46 -1.33  0.00
C 3.58 2.53 -0.87  0.00
C 4.63 2.64 -1.77  0.00
C 4.37 2.66 -3.14  0.00
C 3.06 2.57 -3.60  0.00
C 2.01 2.47 -2.70  0.00
C 1.28 3.08 1.37  0.00
C 0.77 2.54 2.55  0.02
C 1.01 3.16 3.76  0.00
C 1.77 4.33 3.80  0.00
C 2.27 4.88 2.62  0.00
C 2.02 4.26 1.41  0.00
C -1.30 5.17 0.73  0.00
C -1.14 6.28 -0.09  0.00
C -1.20 7.56 0.45  0.00
C -1.43 7.74 1.81  0.00
C -1.58 6.63 2.63  0.00
C -1.51 5.35 2.10  0.00
P -2.20 1.21 0.04  0.00
C -2.51 1.02 -1.72  0.00
C -3.58 1.64 -2.37  0.00
C -3.73 1.50 -3.74  0.00
C -2.81 0.75 -4.48  0.00
C -1.74 0.14 -3.84  0.00
C -1.60 0.28 -2.47  0.02
C -3.52 0.50 1.04  0.00
C -3.24 0.24 2.38  0.00
C -4.24 -0.22 3.22  0.00
C -5.53 -0.42 2.72  0.00
C -5.80 -0.18 1.38  0.00
C -4.80 0.28 0.53  0.00
H -3.30 3.29 -0.13  0.00
H -2.70 3.01 1.49  0.00
H 0.22 4.37 -1.15  0.00
H -0.87 3.12 -1.77  0.00
H 3.78 2.56 0.20  0.00
H 5.64 2.73 -1.41  0.00
H 5.19 2.75 -3.84  0.00
H 2.86 2.59 -4.67  0.00
H 1.00 2.40 -3.08  0.00
H 0.17 1.64 2.52  0.02
H 0.60 2.75 4.68  0.00
H 1.97 4.81 4.75  0.00
H 2.84 5.79 2.65  0.00
H 2.39 4.71 0.49  0.00
H -1.00 6.16 -1.16  0.00
H -1.08 8.41 -0.20  0.00
H -1.49 8.74 2.22  0.00
H -1.75 6.76 3.69  0.00
H -1.60 4.49 2.75  0.00
H -4.30 2.24 -1.82  0.00
H -4.57 1.97 -4.24  0.00
H -2.93 0.65 -5.55  0.00
H -1.02 -0.43 -4.41  0.00
H -0.75 -0.22 -1.98  0.02
H -2.24 0.40 2.78  0.00
H -4.03 -0.41 4.26  0.00
H -6.31 -0.77 3.38  0.00
H -6.80 -0.33 0.99  0.00
H -5.02 0.46 -0.51  0.00
O -1.51 -1.33 0.56  0.01
N -1.69 -2.65 0.76  0.00
C -2.96 -3.10 0.79  0.00
C -3.18 -4.43 1.00  0.00
C -2.08 -5.28 1.17  0.00
C -0.80 -4.78 1.14  0.00
C -0.60 -3.42 0.93  0.00
S 0.93 -2.61 0.86  -0.01
H -3.73 -2.35 0.65  0.00
H -4.19 -4.80 1.04  0.00
H -2.24 -6.34 1.33  0.00
H 0.07 -5.41 1.28  0.00
N 5.03 -0.51 1.82  0.00
C 4.40 -0.66 0.46  0.00
C 2.94 -0.30 0.58  0.00
O 2.47 -0.05 1.70  0.01
O 2.21 -0.33 -0.46  0.02
H 5.44 -1.38 2.16  0.00
H 4.27 -0.24 2.45  0.00
H 5.75 0.21 1.84  0.00
H 4.49 -1.68 0.12  0.00
H 4.89 -0.01 -0.27  0.00

Output
LUMO energy (spin up / spin down): -9.627 / -9.255 eV
Expectation value of S²: 0.755
Net charge: +3
Multiplicity: 2
Orbital gap (spin up / spin down): 4.885 / 5.257 eV